No. 1
C5H11NO | the ωB97M-V functional and the def2-TZVPD basis

The geometry in ORCA input format:
```
! wB97M-V def2-TZVPD RIJCOSX def2/J DEFGRID3
* xyz 0 1
O -1.59 0.41 -2.70
N 0.50 -0.44 0.10
C -0.75 -0.51 -2.03
C 0.37 -1.73 0.41
C 1.10 0.44 1.13
C 0.09 0.17 -1.01
C 0.04 1.22 1.89
H -0.18 -1.01 -2.82
H 0.51 1.85 2.65
H 1.79 1.11 0.62
H 0.43 1.19 -1.18
H -2.07 0.89 -2.01
H 0.60 -2.04 1.42
H -0.53 1.86 1.21
H 0.03 -2.43 -0.33
H -1.34 -1.30 -1.53
H -0.66 0.54 2.39
H 1.68 -0.20 1.80
*
```

***

No. 2
C32H29Cl3F4N2O2PPb | the ωB97M-V functional and the def2-TZVPD basis

The geometry in ORCA input format:
```
! wB97M-V def2-TZVPD RIJCOSX def2/J DEFGRID3
* xyz 1 1
Pb 0.49 1.06 -0.64
Cl 4.02 0.87 -4.14
Cl 5.32 2.64 -2.25
Cl 5.52 -0.21 -1.91
P 0.25 -1.61 -0.25
F -2.18 1.73 -1.41
F -5.58 0.71 2.67
F -4.81 1.76 -1.85
F -3.00 0.65 3.14
O 2.70 0.02 -1.26
O 2.54 2.19 -1.52
N -1.10 1.06 0.99
N 1.12 2.93 1.06
C -1.50 -2.16 1.81
C -4.76 0.99 1.65
C -3.40 0.97 1.90
C 1.16 5.44 1.35
C -3.02 1.46 -0.38
C -0.01 -1.42 -2.04
C -0.13 -0.13 -2.52
C 3.37 -4.19 -0.45
C 3.14 1.11 -1.66
C 2.86 -5.36 0.11
C -4.38 1.50 -0.61
C 0.80 4.25 0.45
C -0.39 0.20 -3.83
C -0.38 1.27 2.21
C -1.39 -1.98 0.43
C -3.88 -2.38 1.60
C 2.56 2.75 1.33
C 1.27 -3.09 -0.04
C 2.95 1.35 1.75
C -2.54 -2.00 -0.36
C -0.51 -0.87 -4.72
C 1.56 -5.39 0.60
C 0.76 -4.26 0.53
C -5.28 1.26 0.40
C -2.45 1.19 0.88
C -0.11 -2.47 -2.95
C -2.74 -2.36 2.39
C 0.26 2.66 2.20
C -3.78 -2.20 0.23
C 4.48 1.11 -2.44
C -0.36 -2.18 -4.28
C 2.58 -3.05 -0.52
H -0.25 -4.30 0.90
H 0.74 6.35 0.91
H 3.09 3.02 0.42
H 4.03 1.30 1.82
H -0.61 -2.13 2.43
H 3.48 -6.24 0.17
H -0.28 4.26 0.25
H 2.24 5.57 1.42
H -4.85 -2.53 2.05
H 0.80 2.79 3.14
H 0.41 0.51 2.27
H 0.00 -3.49 -2.60
H 2.64 0.61 1.00
H -0.70 -0.66 -5.76
H 2.85 3.46 2.11
H -0.44 -2.99 -5.00
H 1.17 -6.30 1.03
H -2.47 -1.86 -1.43
H 2.54 1.07 2.72
H -2.82 -2.49 3.46
H -0.99 1.21 3.11
H 0.75 5.33 2.35
H -0.48 1.22 -4.17
H -6.35 1.29 0.24
H -4.67 -2.22 -0.39
H 1.32 4.33 -0.49
H 2.97 -2.14 -0.95
H 4.38 -4.17 -0.84
H -0.56 3.38 2.18
*
```

***

No. 3
C40H50F30O20 | the ωB97M-V functional and the def2-TZVPD basis

Summary:
SMILES	CCOC(=O)C(F)(F)F.CCOC(=O)C(F)(F)F.CCOC(=O)C(F)(F)F.CCOC(=O)C(F)(F)F.CCOC(=O)C(F)(F)F.CCOC(=O)C(F)(F)F.CCOC(=O)C(F)(F)F.CCOC(=O)C(F)(F)F.CCOC(=O)C(F)(F)F.CCOC(=O)C(F)(F)F

The geometry in ORCA input format:
```
! wB97M-V def2-TZVPD RIJCOSX def2/J DEFGRID3
* xyz 0 1
F -5.37 -4.44 0.59
F -0.31 3.07 3.24
F 1.17 0.78 4.22
F -2.12 -0.98 -6.59
F -6.33 8.26 -1.34
F 7.23 4.06 4.40
F 6.21 -3.97 -0.98
F 8.17 -1.20 -2.90
F 2.48 -0.97 4.65
F -0.06 -0.11 -1.67
F 0.07 0.93 0.24
F -6.24 1.14 -1.17
F -2.17 0.29 -4.88
F 8.23 -0.53 -4.97
F -1.19 -0.81 0.06
F 5.47 4.52 3.35
F -1.31 0.98 -6.81
F -4.87 0.40 -2.64
F -4.72 9.58 -1.00
F 1.21 -0.15 6.21
F -4.79 -2.53 1.57
F -4.66 -0.32 -0.63
F -1.71 2.65 4.80
F -6.26 9.43 0.51
F -1.83 4.57 3.90
F 7.63 0.83 -3.42
F 5.60 4.98 5.50
F 5.23 -5.84 -0.77
F 6.01 -5.23 -2.74
F -4.55 -4.34 2.65
O -4.61 6.52 -0.15
O 0.31 -1.65 -5.75
O -2.11 -3.89 1.65
O 3.23 -5.15 -2.24
O 0.69 0.42 -4.97
O 6.05 -2.07 -4.48
O -2.06 2.56 1.46
O 4.48 2.61 5.84
O -4.66 7.94 1.60
O -3.77 2.97 2.84
O 2.16 -0.58 0.66
O -3.07 -3.86 -0.44
O 6.01 1.76 4.36
O 5.07 -0.25 -3.61
O -7.09 -1.38 -0.69
O 0.32 -2.48 4.44
O 1.22 -2.34 -0.30
O -0.95 -0.63 4.75
O -6.92 -1.41 -2.98
O 4.02 -3.02 -2.10
C -2.25 -1.18 4.73
C -2.61 2.91 2.59
C 5.73 0.37 4.62
C -8.94 -1.80 0.65
C -4.87 7.57 0.35
C 2.12 0.21 -4.64
C 4.11 -4.18 -1.98
C 2.42 1.48 -3.77
C -4.49 -3.81 1.41
C -0.04 -0.23 -0.27
C 1.39 -5.95 -3.37
C -2.91 -1.12 6.06
C 5.94 4.09 4.55
C 5.36 2.73 5.06
C 4.50 -0.23 1.11
C -1.74 -3.78 -1.07
C 1.29 -0.42 4.87
C -1.92 -3.38 -2.56
C -3.79 6.99 2.31
C -3.02 2.29 0.33
C -1.45 -0.06 -5.91
C 7.55 -0.43 -3.82
C 2.01 -4.69 -2.90
C 4.79 -2.43 -5.16
C 4.66 -1.85 -6.58
C -3.03 -3.84 0.88
C 6.57 -0.11 5.79
C -2.98 3.41 -0.64
C 5.44 -4.83 -1.61
C -8.15 -2.36 -0.52
C 0.16 -1.32 4.51
C -5.56 0.08 -1.57
C -6.56 -1.05 -1.89
C 1.21 -1.22 0.06
C -3.15 7.76 3.42
C -1.57 3.28 3.62
C 6.03 -0.89 -3.94
C -5.52 8.77 -0.39
C -0.02 -0.53 -5.50
C 3.38 -1.30 0.99
H 3.78 -2.16 -7.09
H -4.03 -1.13 5.92
H -9.75 -2.44 1.04
H 4.69 -0.77 -6.64
H -0.97 -3.24 -3.07
H 4.64 0.27 4.77
H -3.97 2.07 0.80
H 3.19 -1.81 1.93
H -2.73 1.37 -0.11
H 4.40 0.53 0.36
H 3.43 1.60 -3.48
H 5.39 -2.22 -7.25
H -3.49 4.29 -0.24
H -2.65 -1.96 6.63
H -1.23 -4.72 -0.94
H -8.24 -1.65 1.44
H 4.43 0.12 2.10
H -2.45 -2.42 -2.59
H -2.81 -0.53 4.03
H -9.31 -0.78 0.38
H 5.45 -0.71 0.94
H 2.00 2.40 -4.34
H -7.71 -3.30 -0.29
H -2.41 7.11 3.96
H -3.55 3.25 -1.62
H 0.62 -5.68 -4.12
H 6.26 -1.06 6.12
H 3.96 -2.15 -4.53
H -3.87 8.11 4.17
H -4.46 6.11 2.61
H 1.78 1.41 -2.92
H -1.13 -3.08 -0.52
H 2.61 0.20 -5.62
H 7.64 -0.09 5.50
H 4.84 -3.51 -5.15
H -2.70 -0.26 6.61
H 2.27 -4.03 -3.64
H -1.95 3.67 -0.81
H 1.36 -4.15 -2.15
H 2.25 -0.66 -4.09
H 6.03 -0.10 3.68
H -2.52 8.58 3.03
H 0.87 -6.34 -2.51
H 6.49 0.65 6.61
H -8.70 -2.44 -1.45
H 3.47 -2.08 0.24
H -2.59 -4.12 -3.03
H 2.09 -6.60 -3.81
H -3.05 6.56 1.59
H -2.30 -2.17 4.45
*
```

***

No. 4
C14H26Cl10Mg2O4 | the ωB97M-V functional and the def2-TZVPD basis

The geometry in ORCA input format:
```
! wB97M-V def2-TZVPD RIJCOSX def2/J DEFGRID3
* xyz 2 1
Cl -16.29 -15.41 -5.70
Cl -9.61 -19.65 -0.94
Cl -15.99 -21.03 0.02
Cl -12.27 -22.63 -1.45
Cl -6.64 -19.72 0.40
Cl -15.53 -23.22 -4.72
Cl -12.99 -14.04 -4.88
Cl -19.78 -19.41 -4.46
Cl -11.64 -22.34 -6.35
Cl -15.59 -19.09 -3.49
Mg -8.60 -18.58 -5.58
Mg -9.37 -15.75 -3.92
O -7.86 -17.09 -4.25
O -10.70 -17.08 -3.61
O -10.08 -19.01 -4.50
O -6.67 -18.60 -5.25
C -14.69 -22.19 -0.34
C -8.89 -18.28 -0.06
C -13.25 -23.10 -6.17
C -10.94 -18.32 -3.89
C -18.16 -18.72 -4.29
C -12.18 -18.91 -3.39
C -14.63 -15.89 -6.09
C -13.75 -14.70 -6.38
C -5.43 -17.15 -3.82
C -13.84 -22.71 -4.83
C -6.65 -17.59 -4.52
C -17.24 -19.74 -3.66
C -13.73 -21.58 -1.34
C -7.98 -18.75 1.06
H -14.25 -16.50 -5.28
H -5.34 -16.06 -3.83
H -7.52 -17.89 1.53
H -14.25 -13.86 -6.85
H -14.66 -16.51 -6.99
H -12.96 -14.93 -7.09
H -8.34 -17.65 -0.75
H -13.79 -21.63 -4.74
H -15.15 -23.11 -0.68
H -13.11 -24.18 -6.28
H -12.10 -19.19 -2.34
H -12.41 -19.79 -3.98
H -13.02 -18.22 -3.49
H -9.74 -17.73 0.36
H -18.24 -17.84 -3.66
H -13.89 -22.79 -6.99
H -17.22 -20.64 -4.27
H -14.17 -22.43 0.58
H -5.49 -17.47 -2.77
H -13.42 -20.59 -1.01
H -17.79 -18.40 -5.26
H -14.14 -21.56 -2.34
H -13.22 -23.12 -4.03
H -17.57 -20.07 -2.68
H -4.55 -17.63 -4.23
H -8.54 -19.34 1.77
*
```

***

No. 5
C17H17BaBr2NO | the ωB97M-V functional and the def2-TZVPD basis

The geometry in ORCA input format:
```
! wB97M-V def2-TZVPD RIJCOSX def2/J DEFGRID3
* xyz 0 1
Ba -0.85 2.68 1.52
Br 1.64 3.92 3.28
Br 2.03 -0.91 6.47
O 1.52 1.68 1.10
N -0.57 0.01 2.02
C -1.91 -0.79 -2.22
C 1.45 1.22 2.33
C -1.98 0.74 -2.04
C -0.80 1.45 -2.69
C 1.92 1.94 3.46
C -1.27 -1.55 -1.11
C 0.40 0.96 -3.01
C -1.01 -2.02 3.21
C 0.05 -1.65 -0.81
C 1.16 -0.86 -1.36
C 1.70 -0.04 4.82
C 0.62 0.07 2.65
C 0.87 -0.66 3.84
C -1.35 -1.07 2.25
C 2.09 1.29 4.66
C 0.08 -1.83 4.04
C 1.04 -0.42 -2.85
H 2.07 -0.34 -3.26
H 0.36 -2.43 -0.09
H -1.66 -2.90 3.31
H -2.97 -1.09 -2.25
H 2.09 -1.44 -1.24
H -0.69 2.52 -2.33
H -1.48 -1.00 -3.20
H -0.11 1.83 0.08
H -1.96 -2.19 -0.56
H -2.24 -1.16 1.63
H 2.54 1.85 5.48
H 1.30 0.04 -0.74
H 0.32 -2.51 4.85
H -2.27 1.02 -1.03
H -2.74 1.16 -2.69
H 0.83 1.44 -3.90
H 0.59 -1.26 -3.44
*
```

***

No. 6
C24H29F2N2 | the ωB97M-V functional and the def2-TZVPD basis

Summary:
SMILES	CN1CC[N+](=C2CCCC[C@@H]2C(c2cccc(F)c2)c2cccc(F)c2)CC1

The geometry in ORCA input format:
```
! wB97M-V def2-TZVPD RIJCOSX def2/J DEFGRID3
* xyz 1 1
F -1.46 4.92 3.79
F -4.39 0.26 1.29
N -1.85 -2.26 -3.33
N 0.15 -1.11 -1.69
C -0.76 0.02 1.72
C 0.51 2.12 2.42
C -1.80 -2.19 1.88
C 3.37 1.14 0.05
C -0.66 -1.36 1.94
C 0.51 -1.73 -2.98
C 1.98 3.86 3.42
C 2.05 1.82 -0.39
C -2.21 -1.71 -2.06
C 1.07 -0.42 -0.95
C -2.85 -3.19 -3.85
C 0.84 0.85 -0.24
C -0.57 2.86 2.96
C -3.06 -1.65 1.69
C 0.89 4.71 3.70
C 0.45 0.91 1.49
C -3.17 -0.30 1.57
C -0.51 -2.77 -3.43
C 2.38 -1.09 -0.72
C -2.06 0.58 1.59
C -1.22 -0.60 -1.67
C 1.79 2.59 2.86
C 3.61 -0.22 -0.64
C -0.38 4.14 3.50
H 2.55 -1.89 -1.45
H 0.52 -0.97 -3.76
H 3.33 1.04 1.15
H -1.67 -3.27 1.95
H -2.22 1.63 1.43
H 4.40 -0.73 -0.09
H 1.47 -2.23 -2.95
H -0.40 -3.72 -2.86
H 2.99 4.24 3.59
H -3.21 -1.26 -2.14
H 2.18 2.11 -1.48
H 4.22 1.83 -0.17
H -0.37 -3.01 -4.50
H -1.60 2.49 2.98
H -3.85 -2.73 -3.78
H 1.87 2.76 0.18
H -2.85 -4.15 -3.30
H 2.26 -1.62 0.25
H -1.47 -0.26 -0.66
H -1.30 0.23 -2.39
H -3.97 -2.29 1.64
H 2.68 1.94 2.79
H -2.60 -3.39 -4.90
H 4.00 -0.01 -1.63
H 1.36 0.29 1.79
H 1.01 5.70 4.09
H 0.31 -1.82 2.14
H -2.24 -2.47 -1.25
H -0.07 1.40 -0.61
*
```

***

Maximum force / eV Å⁻¹: 0.36 0.96 3.83 1.88 4.14 4.62
Kohn-Sham gap / eV: 7.679 5.548 11.714 4.536 5.683 7.161
Energy above the lowest of the compared OMol25 structures with the same formula, charge and spin / kcal per mole: 72.62 20.03 70.30 12.79 26.42 0.00